--- w ---
16
Properties=species:S:1:pos:R:3:nbo_charge:R:1 method="wB97M-V/def2-TZVPD" multiplicity=1 orbital_gap_ha=0.40657 molar_mass_g_mol=107.1
H 3.677 1.020 0.748 0.382
N 2.790 1.460 0.940 -0.824
C 1.777 0.901 0.446 0.792
O 1.711 -0.197 -0.299 -0.664
O 0.553 1.422 0.661 -0.271
O 0.587 2.589 1.436 -0.411
H 0.792 -0.388 -0.547 0.509
H 1.552 2.691 1.616 0.488
C -1.715 -0.497 -0.946 -0.631
C -1.633 -1.875 -0.303 -0.606
H -1.417 0.281 -0.240 0.219
H -2.741 -0.286 -1.256 0.217
H -1.083 -0.443 -1.837 0.193
H -2.308 -1.931 0.554 0.210
H -0.622 -2.100 0.049 0.191
H -1.921 -2.645 -1.021 0.206

=====

--- x ---
16
Properties=species:S:1:pos:R:3:nbo_charge:R:1 method="wB97M-V/def2-TZVPD" multiplicity=1 smiles="C[C@@H](N)C(=O)O.O" orbital_gap_ha=0.36218 molar_mass_g_mol=107.1
C -1.598 1.222 -0.841 -0.641
C -0.077 0.923 -0.826 -0.152
N 0.701 1.860 -0.006 -0.831
C 0.300 -0.480 -0.349 0.795
O 1.245 -1.059 -0.816 -0.603
O -0.452 -0.920 0.647 -0.696
H -2.065 1.193 -1.829 0.211
H -2.118 0.450 -0.265 0.225
H -1.819 2.191 -0.396 0.212
H 0.261 0.976 -1.858 0.209
H 0.628 2.807 -0.333 0.370
H 0.482 1.683 0.969 0.366
H -0.287 -1.847 0.865 0.525
O 1.282 -2.788 1.700 -0.964
H 2.032 -2.638 1.123 0.494
H 1.485 -3.574 2.215 0.479

=====

Of them, w has the lowest stability.

=====

--- w ---
18
Properties=species:S:1:pos:R:3:nbo_charge:R:1 method="wB97M-V/def2-TZVPD" multiplicity=1 smiles=O.O.O.O.O.O orbital_gap_ha=0.42319 molar_mass_g_mol=108.1
O -0.155 0.635 0.256 -0.929
H -0.621 0.270 -0.505 0.466
H 0.678 0.952 -0.109 0.464
O -3.627 -2.618 -0.898 -0.912
H -3.052 -2.021 -1.389 0.468
H -4.029 -2.057 -0.226 0.446
O 4.108 -0.577 -1.675 -0.933
H 3.984 0.378 -1.727 0.459
H 4.489 -0.716 -0.801 0.474
O 3.484 -2.179 1.498 -0.940
H 3.713 -1.466 2.104 0.466
H 2.816 -2.685 1.974 0.474
O -4.859 0.286 0.366 -0.918
H -4.572 0.720 1.177 0.475
H -4.304 -0.500 0.312 0.440
O 0.361 3.862 0.152 -0.926
H 1.214 3.415 0.196 0.459
H 0.371 4.302 -0.706 0.467

=====

--- x ---
18
Properties=species:S:1:pos:R:3:nbo_charge:R:1 method="wB97M-V/def2-TZVPD" multiplicity=1 smiles=O.O.O.O.O.O orbital_gap_ha=0.39915 molar_mass_g_mol=108.1
O -2.990 1.471 -2.191 -0.933
H -2.222 1.677 -1.659 0.465
H -3.734 1.620 -1.607 0.468
O -0.552 -1.931 2.572 -0.940
H 0.337 -2.173 2.313 0.461
H -0.899 -1.449 1.821 0.478
O 0.058 1.337 -2.391 -0.964
H -0.202 2.092 -2.919 0.481
H 0.559 0.786 -2.992 0.486
O -0.719 -2.535 -0.882 -0.950
H 0.112 -3.009 -0.905 0.460
H -0.550 -1.783 -0.314 0.480
O 3.272 0.705 2.901 -0.933
H 3.151 1.236 2.114 0.462
H 4.080 1.037 3.292 0.472
O -0.092 -0.013 0.399 -0.971
H -0.330 0.588 -0.307 0.498
H 0.721 0.345 0.755 0.482

=====

--- y ---
18
Properties=species:S:1:pos:R:3:nbo_charge:R:1 method="wB97M-V/def2-TZVPD" multiplicity=1 smiles=O.O.O.O.O.O orbital_gap_ha=0.38044 molar_mass_g_mol=108.1
O 33.814 4.787 7.616 -0.931
H 34.264 4.772 6.767 0.460
H 33.949 5.680 7.948 0.472
O 31.239 7.924 6.293 -0.971
H 30.602 8.460 5.813 0.461
H 31.812 7.542 5.603 0.497
O 31.048 6.778 0.724 -0.938
H 31.700 6.250 1.198 0.473
H 30.763 6.226 -0.010 0.465
O 35.273 7.472 5.853 -0.958
H 35.996 6.887 6.103 0.475
H 35.379 8.255 6.404 0.490
O 33.329 4.896 1.931 -0.963
H 33.681 5.158 1.072 0.484
H 33.992 4.306 2.304 0.486
O 32.927 6.681 4.339 -0.985
H 33.829 6.760 4.678 0.491
H 32.949 6.035 3.621 0.492

=====

Of them, w has the lowest stability.

=====

--- w ---
18
Properties=species:S:1:pos:R:3:nbo_charge:R:1 method="wB97M-V/def2-TZVPD" multiplicity=1 smiles=O.O.O.O.O.O orbital_gap_ha=0.41625 molar_mass_g_mol=108.1
O -1.845 1.936 0.878 -0.990
H -2.476 1.841 1.657 0.472
H -1.096 1.336 1.186 0.511
O 0.116 0.367 1.558 -1.034
H 1.050 0.543 1.215 0.508
H -0.137 -0.704 1.349 0.512
O 2.446 0.906 0.592 -0.953
H 3.203 0.739 1.227 0.481
H 2.523 0.100 0.027 0.512
O 2.171 -1.221 -1.267 -1.014
H 1.290 -1.764 -1.055 0.529
H 1.989 -0.586 -2.028 0.480
O -2.297 0.126 -1.094 -0.983
H -2.214 0.738 -0.294 0.516
H -2.350 0.771 -1.829 0.484
O -0.403 -1.702 -0.434 -1.051
H -0.978 -2.567 -0.818 0.487
H -0.993 -0.858 -0.871 0.534

=====

--- x ---
18
Properties=species:S:1:pos:R:3:nbo_charge:R:1 method="wB97M-V/def2-TZVPD" multiplicity=1 smiles=O.O.O.O.O.O orbital_gap_ha=0.41498 molar_mass_g_mol=108.1
O -0.953 2.327 0.013 -0.965
H -0.617 2.096 -0.845 0.487
H -0.089 2.319 0.493 0.484
O 1.548 1.262 -0.910 -1.006
H 1.886 1.173 -0.008 0.486
H 1.461 0.307 -1.163 0.486
O 2.609 -0.068 1.188 -0.988
H 3.378 0.101 0.695 0.461
H 2.175 -0.889 0.675 0.507
O -3.045 0.220 0.328 -0.974
H -3.462 0.848 0.890 0.477
H -2.201 0.643 0.229 0.491
O 1.171 -1.488 -0.459 -1.006
H 1.172 -2.044 -1.219 0.486
H 0.171 -1.504 -0.181 0.525
O -1.366 -2.071 -0.111 -0.949
H -2.138 -1.625 -0.250 0.510
H -1.450 -2.888 0.289 0.488

=====

Of them, w has the lowest stability.

=====

--- w ---
26
Properties=species:S:1:pos:R:3:nbo_charge:R:1 method="wB97M-V/def2-TZVPD" multiplicity=1 orbital_gap_ha=0.35855 molar_mass_g_mol=135.2
C -1.296 -0.994 0.668 0.759
C 1.609 -1.636 1.127 -0.240
C -1.540 -2.000 1.749 -0.668
N -1.533 -1.394 -0.618 -0.856
O 0.554 -1.267 0.297 -0.800
O -1.657 0.245 1.043 -0.659
H -1.560 0.866 0.306 0.491
H -1.510 -0.634 -1.290 0.368
H -0.661 -1.978 -0.798 0.443
H 1.361 -2.468 1.809 0.141
H 2.454 -1.992 0.520 0.174
H 1.968 -0.796 1.742 0.149
H -2.618 -2.088 1.898 0.233
H -1.067 -1.665 2.669 0.233
H -1.133 -2.964 1.463 0.235
C 0.093 2.166 -1.368 -0.381
C 0.659 2.416 0.030 -0.625
C 0.922 1.145 -2.145 -0.628
H -0.947 1.813 -1.301 0.151
H 0.039 3.107 -1.923 0.202
H 1.936 1.521 -2.295 0.204
H 0.777 1.473 0.566 0.223
H 1.644 2.879 -0.044 0.208
H 0.022 3.090 0.605 0.205
H 0.996 0.211 -1.585 0.237
H 0.490 0.943 -3.127 0.202

=====

--- x ---
26
Properties=species:S:1:pos:R:3:nbo_charge:R:1 method="wB97M-V/def2-TZVPD" multiplicity=1 orbital_gap_ha=0.30739 molar_mass_g_mol=135.2
C -0.795 -1.160 1.781 0.102
C -0.009 -1.225 3.080 -0.621
C -0.341 -2.206 0.767 -0.640
O -0.627 0.170 1.257 -0.803
H -1.160 0.280 0.430 0.514
H -1.860 -1.310 2.000 0.165
H -0.132 -2.200 3.556 0.211
H -0.349 -0.452 3.770 0.220
H 1.055 -1.069 2.885 0.205
H 0.718 -2.068 0.533 0.205
H -0.478 -3.215 1.164 0.214
H -0.913 -2.122 -0.159 0.219
C -0.193 2.063 -1.410 -0.258
C 1.724 0.648 -2.385 -0.418
C -1.478 1.261 -1.399 -0.923
N 0.817 0.890 -1.259 -0.197
O 1.599 0.926 -0.073 -0.585
H 0.934 0.667 0.618 0.506
H 0.070 2.613 -2.316 0.197
H -0.042 2.704 -0.543 0.220
H 1.123 0.579 -3.292 0.218
H 2.251 -0.287 -2.212 0.220
H 2.439 1.467 -2.471 0.213
H -2.245 1.670 -0.738 0.208
H -1.909 1.121 -2.391 0.201
H -0.199 0.254 -1.194 0.406

=====

Of them, x has the lowest stability.